Record 1
{
  "formula": "H11O6",
  "method": "wB97M-V/def2-TZVPD",
  "symbols": ["O", "O", "O", "O", "O", "O", "H", "H", "H", "H", "H", "H", "H", "H", "H", "H", "H"],
  "positions_angstrom": [[-3.787, 0.868, 3.471], [1.614, 0.308, -3.016], [0.876, -1.811, -1.480], [-0.271, -0.102, 0.095], [-1.710, 2.001, 1.487], [3.386, -1.280, -0.457], [1.630, -0.574, -2.573], [-2.069, 1.781, 0.615], [0.946, -2.660, -1.036], [0.357, 0.540, -0.277], [-4.333, 0.816, 2.681], [-2.958, 1.210, 3.096], [2.463, -1.590, -0.670], [-1.153, 1.193, 1.512], [1.125, 0.084, -3.812], [0.169, -0.917, -0.309], [3.204, -0.585, 0.183]],
  "lowdin_charge": [-0.0829, -0.1166, -0.4378, -0.1425, -0.0917, -0.1239, -0.0198, 0.0389, -0.0662, 0.0275, 0.0230, 0.0018, -0.0243, 0.0212, 0.0097, -0.0243, 0.0081],
  "e_above_lowest_kj_mol": 76.8,
  "max_force_ev_per_a": 1.13,
  "e_lumo_ev": 3.500,
  "total_charge": -1,
  "homo_lumo_gap_ha": 0.3156,
  "homo_ev": -5.088
}



Record 2
{
  "formula": "H12MgO6",
  "method": "wB97M-V/def2-TZVPD",
  "symbols": ["Mg", "O", "O", "O", "O", "O", "O", "H", "H", "H", "H", "H", "H", "H", "H", "H", "H", "H", "H"],
  "positions_angstrom": [[0.084, 0.001, -0.164], [-1.249, 0.440, 1.466], [1.584, -0.404, -1.481], [-1.300, 1.016, -1.529], [0.916, 1.799, 0.400], [-0.574, -1.832, -0.553], [1.229, -0.902, 1.348], [2.383, -0.804, -1.221], [-1.587, 1.258, -2.401], [0.039, -2.430, -0.992], [-2.139, 0.150, 1.699], [-1.091, 1.113, 2.124], [1.331, -1.018, -2.214], [0.703, -1.691, 1.475], [0.202, 2.409, 0.767], [-2.007, 1.493, -1.132], [-1.472, -2.106, -0.738], [1.281, -0.363, 2.150], [1.660, 1.867, 0.988]],
  "lowdin_charge": [0.7060, -0.0104, 0.0155, 0.0151, -0.0117, 0.0080, -0.0087, 0.0831, 0.1073, 0.1136, 0.1221, 0.0956, 0.1337, 0.0846, 0.1404, 0.0756, 0.1240, 0.1073, 0.0991],
  "e_above_lowest_kj_mol": 108.3,
  "max_force_ev_per_a": 2.65,
  "e_lumo_ev": -7.357,
  "total_charge": 2,
  "homo_lumo_gap_ha": 0.4921,
  "homo_ev": -20.748
}



Record 3
{
  "formula": "H12N3O15Zn",
  "method": "wB97M-V/def2-TZVPD",
  "symbols": ["Zn", "O", "O", "O", "O", "O", "O", "O", "O", "O", "O", "O", "O", "O", "O", "O", "N", "N", "N", "H", "H", "H", "H", "H", "H", "H", "H", "H", "H", "H", "H"],
  "positions_angstrom": [[-0.952, -3.990, 0.794], [1.238, 0.748, -0.899], [-3.242, -2.011, 2.651], [2.746, 4.920, 0.372], [0.524, -0.890, 0.353], [0.339, 2.569, -5.177], [-3.568, -1.161, -1.966], [0.927, 1.088, 1.099], [-3.538, -0.941, 4.466], [-1.676, 4.486, 1.985], [-3.329, -2.400, -3.696], [1.294, -5.373, -0.654], [1.448, 0.616, 5.541], [-2.506, -3.052, -1.905], [3.737, -1.091, -3.725], [-4.177, -0.228, 2.503], [-3.170, -2.221, -2.502], [-3.635, -1.058, 3.232], [0.943, 0.286, 0.201], [2.180, -5.448, -0.300], [1.331, -5.831, -1.494], [2.993, -0.819, -3.188], [1.418, 1.258, 4.832], [1.137, 3.051, -5.392], [-1.715, 4.758, 2.902], [0.907, -0.110, 5.229], [0.537, 2.136, -4.346], [3.446, -1.900, -4.146], [3.403, 4.233, 0.482], [1.958, 4.567, 0.784], [-1.001, 3.808, 1.965]],
  "lowdin_charge": [0.8374, 0.0042, 0.0259, -0.0561, -0.0634, -0.0543, 0.0577, 0.0076, 0.0301, -0.0510, 0.0626, -0.1296, -0.0584, -0.0275, -0.0577, 0.0829, -0.6336, -0.6573, -0.6526, 0.0369, 0.0387, 0.0253, 0.0260, 0.0241, 0.0253, 0.0298, 0.0288, 0.0240, 0.0282, 0.0231, 0.0227],
  "max_force_ev_per_a": 5.16,
  "e_lumo_ev": -3.389,
  "total_charge": -1,
  "homo_lumo_gap_ha": 0.1016,
  "homo_ev": -6.154
}